#A
The molecule C7H11NO, computed with wB97M-V/def2-TZVPD.

The frontier orbital gap (alpha / beta) comes out at 8.351 / 8.351 eV. The HOMO energy (alpha / beta) comes out at -9.1 / -9.1 eV.

ORCA input file:
```
! wB97M-V def2-TZVPD RIJCOSX def2/J DEFGRID3
* xyz 0 1
C 1.15866 1.47548 1.42599
C 1.19978 0.54651 0.46760
C -1.36959 0.47184 0.34638
C -0.88849 -0.88855 -0.17118
C -0.05052 0.43768 -0.36054
C -0.55067 -2.13296 0.56308
C 0.05561 1.12630 -1.66303
N 2.39287 -0.15690 0.06156
O 2.25675 -1.23584 -0.49077
H 1.83021 1.67106 2.15642
H 0.28919 2.10644 1.53383
H -2.22685 0.96644 -0.15382
H -1.30675 0.67153 1.41706
H -1.47685 -1.03141 -1.12527
H 0.12055 -2.12206 1.44544
H -0.10742 -2.98232 -0.16695
H -1.59776 -2.47779 0.76142
H -0.97957 1.05473 -2.14335
H 0.77535 0.41576 -2.24542
H 0.47548 2.08408 -1.65845
*
```

***

#B
The molecule C7H11NO, computed with wB97M-V/def2-TZVPD.

The frontier orbital gap comes out at 10.550 eV. The HOMO energy comes out at -10.2 eV.

ORCA input file:
```
! wB97M-V def2-TZVPD RIJCOSX def2/J DEFGRID3
* xyz 0 1
C -0.53938 -1.84367 -1.03567
C -0.86629 -1.52116 1.37424
C -0.20395 1.29485 1.06118
C -0.09114 1.09361 -1.50002
C 1.67276 0.01320 0.02676
C -0.87038 -0.82315 -0.06378
C 0.19328 0.32880 -0.08684
N -0.23671 -2.68960 -1.74109
O -1.94411 -1.96024 1.76473
H 0.15108 -1.42319 1.74943
H 0.02442 0.78283 1.92958
H -1.24813 1.44163 0.99690
H 0.36025 2.14633 1.16698
H -0.22151 0.50318 -2.34212
H 0.67081 1.76898 -1.73751
H -1.02605 1.56927 -1.42746
H 1.96346 -0.44471 0.95779
H 2.17204 0.88047 -0.14250
H 1.89386 -0.68155 -0.70062
H -1.85430 -0.43588 -0.24998
*
```

***

#C
The molecule C7H11NO, computed with wB97M-V/def2-TZVPD.

The frontier orbital gap (alpha / beta) comes out at 8.234 / 6.458 eV. The HOMO energy (alpha / beta) comes out at -7.5 / -6.1 eV.

ORCA input file:
```
! wB97M-V def2-TZVPD RIJCOSX def2/J DEFGRID3
* xyz 0 1
C -1.13439 -0.64544 1.38213
C -2.08279 -0.55245 0.19814
C 0.94000 0.50985 -1.12878
C -0.65857 1.00599 -1.35277
C 1.75681 0.69448 0.18439
C -1.64570 -0.02279 -1.12512
C 1.34220 -0.34309 1.12860
N 0.16051 -0.75557 1.43109
O 2.42793 -1.06491 1.50183
H -1.62250 -0.92414 2.30336
H -2.68018 -1.43846 0.13677
H -2.81474 -0.00415 0.71608
H 0.86898 -0.52432 -1.34337
H 1.45704 0.94452 -1.94779
H -0.81391 2.00493 -0.91291
H -0.46881 1.22011 -2.36077
H 2.85958 0.59996 0.03436
H 1.67135 1.66942 0.79331
H -1.79273 -0.73083 -1.95158
H 2.22990 -1.64311 2.31302
*
```

***

Most stable to least stable, the ends of the list are #B and #A.

***

#A
The molecule C7H11NO, computed with wB97M-V/def2-TZVPD.

The frontier orbital gap comes out at 9.151 eV. The HOMO energy comes out at -8.4 eV.

ORCA input file:
```
! wB97M-V def2-TZVPD RIJCOSX def2/J DEFGRID3
* xyz 0 1
C 3.58204 -0.34755 0.35193
C 2.48744 -0.06869 -0.26667
C -1.23272 0.28496 -1.29066
C -1.50159 0.47156 0.19232
C -0.32032 -0.35458 -0.34086
C -1.29856 1.84522 0.85815
C -0.10729 -1.82558 -0.32132
N 1.32489 0.40076 -0.53249
O 1.15883 1.50604 -1.14654
H 3.89419 0.19451 1.23993
H 4.22140 -0.95689 -0.21077
H -1.53771 -0.41333 -2.06744
H -0.78378 1.24783 -1.63437
H -2.26547 -0.15315 0.67792
H -0.60548 1.82876 1.64230
H -2.22753 2.30240 1.01269
H -0.88950 2.49034 0.14553
H -1.10608 -2.29999 -0.44132
H 0.47710 -2.13042 0.61469
H 0.47482 -2.27340 -1.06739
*
```

***

#B
A cluster of 2 separate species, C7H11NO in total, computed with wB97M-V/def2-TZVPD.

The frontier orbital gap comes out at 9.088 eV. The HOMO energy comes out at -8.2 eV.

ORCA input file:
```
! wB97M-V def2-TZVPD RIJCOSX def2/J DEFGRID3
* xyz 0 1
C 0.42432 -2.09533 0.13528
C -0.53854 -0.98720 -0.11314
C -1.65120 -1.06064 -0.88701
N -2.19420 0.28262 -1.03469
C -1.45095 1.09296 -0.07373
C -0.39486 0.32331 0.44881
C 0.58226 0.71897 1.36948
C 1.15452 1.91321 1.37726
H 0.78654 -2.02611 1.26331
H 0.11818 -3.02364 -0.20751
H 1.35275 -1.85254 -0.59920
H -1.89984 -2.06245 -1.29696
H -3.08429 0.46752 -1.49491
H -1.59570 2.01704 0.22816
H 0.82225 -0.14168 2.02235
H 1.02266 2.71245 0.79618
H 1.95709 2.13177 2.07792
H 2.88344 0.89718 -0.62103
H 1.98612 -0.52238 -0.49788
O 2.78210 -0.00089 -0.99617
*
```

***

Most stable to least stable, the ends of the list are #B and #A.

***

#A
A structure of composition C7H11NO, computed with wB97M-V/def2-TZVPD.

The frontier orbital gap comes out at 8.699 eV. The HOMO energy comes out at -8.1 eV.

ORCA input file:
```
! wB97M-V def2-TZVPD RIJCOSX def2/J DEFGRID3
* xyz 0 1
C 1.13476 0.81628 0.29537
C 0.76922 -0.66281 0.94877
C 1.43408 -1.20006 -0.39745
C 0.67470 -0.00124 -0.97778
C -1.68216 0.36403 -0.65398
C -1.72851 -0.04593 0.84651
C -0.57364 -1.09700 0.43563
H 0.93066 2.67937 0.85358
H 2.21953 0.71827 0.51862
H 1.17117 -1.48677 1.91883
H 1.00579 -2.15641 -0.38926
H 2.58087 -1.22453 -0.12288
H 0.89141 0.30961 -1.90120
H -1.55126 1.38977 -0.77489
H -2.54265 -0.10854 -1.26003
H -2.56032 -0.56616 1.23224
H -1.28498 0.66638 1.45910
H -0.87704 -2.05900 0.54644
N -0.54853 -0.50184 -0.89354
O 0.46073 2.03891 0.14898
*
```

***

#B
The molecule C7H11NO, computed with wB97M-V/def2-TZVPD.

The frontier orbital gap comes out at 9.299 eV. The HOMO energy comes out at -8.4 eV.

ORCA input file:
```
! wB97M-V def2-TZVPD RIJCOSX def2/J DEFGRID3
* xyz 0 1
C 0.55064 0.08163 0.42472
C 1.25485 1.41608 0.65891
C 1.16219 -1.03535 1.26702
C -0.77866 -0.67689 -2.87639
C -0.60706 -0.33519 -1.44309
C -0.96325 0.18464 0.60842
C -1.62298 0.48350 1.71839
O 0.65312 -0.26762 -0.96887
N -1.55193 -0.09590 -0.61958
H 1.13973 1.71223 1.69745
H 0.81787 2.18393 0.02383
H 2.31286 1.32504 0.42433
H 1.04502 -0.80304 2.32147
H 2.21954 -1.14009 1.03568
H 0.66041 -1.97748 1.05672
H -1.46244 -1.51668 -2.97393
H -1.21059 0.17089 -3.40484
H 0.18554 -0.92577 -3.30977
H -2.69576 0.52516 1.72021
H -1.10909 0.69090 2.63932
*
```

***

#C
The molecule C7H11NO, computed with wB97M-V/def2-TZVPD.

The frontier orbital gap comes out at 9.490 eV. The HOMO energy comes out at -8.5 eV.

ORCA input file:
```
! wB97M-V def2-TZVPD RIJCOSX def2/J DEFGRID3
* xyz 0 1
C -1.58266 -2.00196 -0.56157
C -0.57633 -0.99124 -0.05098
C -1.21802 0.13096 0.73169
C -0.19449 1.07455 1.33973
C 1.10843 1.72124 -0.52170
C 1.36089 0.52402 -1.03993
C 0.62158 -0.74967 -0.86531
H -2.36942 -1.49355 -1.13060
H -1.05671 -2.72820 -1.17710
H -2.07596 -2.51766 0.28596
H -1.78159 -0.31126 1.54334
H -1.90326 0.71012 0.08579
H -0.67360 1.66937 2.15627
H 0.70884 0.55892 1.70671
H 1.67081 2.60775 -0.86035
H 2.14868 0.49715 -1.79327
H 0.71501 -1.42228 -1.71231
H 0.85948 -2.45192 0.19877
N 0.69825 -1.45798 0.43019
O 0.21918 2.10501 0.43673
*
```

***

Most stable to least stable, the ends of the list are #B and #A.

***

#A
The molecule C7H11NO, computed with wB97M-V/def2-TZVPD.

The frontier orbital gap comes out at 9.122 eV. The HOMO energy comes out at -8.3 eV.

ORCA input file:
```
! wB97M-V def2-TZVPD RIJCOSX def2/J DEFGRID3
* xyz 0 1
C 3.02523 -0.46788 -0.17273
C -1.80704 -0.80891 -1.63494
C 1.75203 -0.43780 -0.53006
C -1.33152 -0.79220 -0.37179
C 0.83497 0.69028 -0.49484
C -0.60852 -0.02933 1.88308
C -0.75291 0.33963 0.40607
N 0.90321 1.85099 -0.87034
O -1.41486 1.58800 0.21331
H 3.52937 -1.38551 -0.41072
H 3.70860 0.30381 -0.01663
H -2.33902 -1.67308 -2.07115
H -1.74376 0.16889 -2.09512
H 1.39950 -1.37672 -0.98320
H -1.26962 -1.85680 0.02846
H 0.03497 0.80680 2.37808
H -0.32465 -1.03890 2.15052
H -1.55971 0.00535 2.39753
H 0.25718 2.55569 -0.46132
H -2.29345 1.55769 0.65578
*
```

***

#B
A structure of composition C7H11NO, computed with wB97M-V/def2-TZVPD.

The frontier orbital gap comes out at 7.423 eV. The HOMO energy comes out at -8.1 eV.

ORCA input file:
```
! wB97M-V def2-TZVPD RIJCOSX def2/J DEFGRID3
* xyz 0 1
C -0.82082 -0.41284 0.57109
C -0.59432 -1.08014 1.93565
C -1.31628 1.03315 0.73674
C 0.28548 -0.57341 -1.65781
C 0.44980 -0.51179 -0.25425
C 1.23625 0.93144 -1.64847
C 1.64170 0.15148 0.11149
N -0.15535 -1.29759 -2.57053
O 2.17945 0.88888 -2.41694
H -1.58880 -0.97328 0.03114
H -0.17555 -0.81414 -3.47203
H 0.58215 1.77575 -1.42626
H -1.53172 -1.09069 2.49566
H -1.51453 1.50383 -0.22738
H 0.14547 -0.53548 2.52473
H -0.25276 -2.10999 1.82332
H -2.24597 1.03707 1.30692
H -0.59104 1.64316 1.27728
H 2.60402 -0.22418 -0.20877
H 1.66280 0.65876 1.06843
*
```

***

#C
The molecule C7H11NO, computed with wB97M-V/def2-TZVPD.

The frontier orbital gap comes out at 8.853 eV. The HOMO energy comes out at -8.0 eV.

ORCA input file:
```
! wB97M-V def2-TZVPD RIJCOSX def2/J DEFGRID3
* xyz 0 1
C 0.28202 -1.47867 -0.95342
N 0.43378 -0.44491 0.04490
C -0.57528 0.52476 0.13841
C 1.71529 -0.20417 0.54350
C -1.94141 -0.00696 0.21632
C -0.31753 1.83595 0.22850
C 2.84295 -0.65725 -0.00192
C -3.01798 0.61175 -0.24522
O 1.76632 0.45870 1.73426
H 0.87501 0.72344 1.99487
H -2.03456 -0.97127 0.70097
H 0.79680 -2.38045 -0.62184
H -0.77580 -1.69571 -1.08791
H 0.69312 -1.17168 -1.92151
H -1.10886 2.54205 0.39784
H 0.68094 2.23061 0.15529
H 2.86869 -1.16764 -0.94212
H 3.77194 -0.49890 0.50971
H -2.95214 1.55807 -0.75459
H -4.00325 0.19228 -0.13602
*
```

***

#D
A structure of composition C7H11NO, computed with wB97M-V/def2-TZVPD.

The frontier orbital gap (alpha / beta) comes out at 8.455 / 8.456 eV. The HOMO energy (alpha / beta) comes out at -8.5 / -8.5 eV.

ORCA input file:
```
! wB97M-V def2-TZVPD RIJCOSX def2/J DEFGRID3
* xyz 0 1
C -1.31519 0.62510 0.85806
C 1.31169 -1.62579 -1.45168
C -1.75350 -0.74600 1.34933
C -0.32548 0.19892 -0.69647
C -0.09096 1.57572 -0.38435
C 1.02714 -0.60911 -0.38501
C 0.64444 2.63934 -0.24622
N 1.70639 -0.40338 0.66777
O -1.08171 -0.24913 -1.59798
H 2.54354 -0.99051 0.69779
H -0.87857 1.14745 1.71196
H -2.20216 1.14842 0.49267
H 2.25497 -2.13909 -1.25418
H 1.35249 -1.14180 -2.42957
H 0.49345 -2.34697 -1.49121
H 1.64836 2.69220 -0.66131
H 0.30015 3.47000 0.36648
H -2.17707 -1.33282 0.53325
H -0.92662 -1.28987 1.81169
H -2.53134 -0.62268 2.10898
*
```

***

Most stable to least stable, the ends of the list are #C and #D.

***

#A
The molecule C3H4O2, computed with wB97M-V/def2-TZVPD.

The frontier orbital gap comes out at 11.086 eV. The HOMO energy comes out at -10.2 eV.

ORCA input file:
```
! wB97M-V def2-TZVPD RIJCOSX def2/J DEFGRID3
* xyz 0 1
O 0.35791 1.99267 0.39667
C 0.08726 0.84689 0.16230
C 0.99929 -0.32352 0.03760
O -0.09160 -1.19649 -0.22451
C -1.10303 -0.16839 -0.13651
H 1.54767 -0.49781 0.97177
H 1.71729 -0.17796 -0.77967
H -1.67129 -0.08012 -1.08218
H -1.84350 -0.39528 0.65453
*
```

***

#B
The molecule C3H4O2, computed with wB97M-V/def2-TZVPD.

The frontier orbital gap comes out at 9.389 eV. The HOMO energy comes out at -8.6 eV.

ORCA input file:
```
! wB97M-V def2-TZVPD RIJCOSX def2/J DEFGRID3
* xyz 0 1
C 0.52666 -0.30011 0.73461
C 0.32690 0.69173 -0.48729
C -0.78200 0.21297 0.28159
O -0.55170 1.62224 0.24980
O -1.84686 -0.49412 -0.00750
H 0.68380 -1.25126 0.29090
H 1.16756 -0.01787 1.63696
H 0.54130 0.85166 -1.54858
H -2.40184 -0.07233 -0.55551
*
```

***

Most stable to least stable, the ends of the list are #A and #B.

***

#A
The molecule C3H4O2, computed with wB97M-V/def2-TZVPD.

The frontier orbital gap comes out at 10.955 eV. The HOMO energy comes out at -10.1 eV.

ORCA input file:
```
! wB97M-V def2-TZVPD RIJCOSX def2/J DEFGRID3
* xyz 0 1
O 0.20301 2.00340 0.43981
C 0.07969 0.83210 0.23555
C 1.00540 -0.36734 0.07941
O -0.13280 -1.22547 -0.04525
C -1.05666 -0.13207 -0.12452
H 1.71325 -0.70181 0.84459
H 1.51976 -0.19382 -0.87650
H -1.45003 -0.00314 -1.14141
H -1.88163 -0.21184 0.58833
*
```

***

#B
The molecule C3H4O2, computed with wB97M-V/def2-TZVPD.

The frontier orbital gap comes out at 11.483 eV. The HOMO energy comes out at -10.7 eV.

ORCA input file:
```
! wB97M-V def2-TZVPD RIJCOSX def2/J DEFGRID3
* xyz 0 1
C 1.18212 -0.22721 -0.03302
C 0.05293 0.83604 0.06450
C -0.86086 -0.50106 -0.12917
H -0.15731 1.81145 -0.62885
H -0.02965 1.00096 1.25630
H -1.56589 -0.79442 0.60045
H -1.30802 -0.59676 -1.16756
O 2.34486 -0.26845 -0.08286
O 0.34182 -1.26054 0.12021
*
```

***

#C
The molecule C3H4O2, computed with wB97M-V/def2-TZVPD.

The frontier orbital gap comes out at 11.166 eV. The HOMO energy comes out at -10.7 eV.

ORCA input file:
```
! wB97M-V def2-TZVPD RIJCOSX def2/J DEFGRID3
* xyz 0 1
C -0.52975 -0.88544 0.17321
C 0.18178 0.42440 0.12582
C 0.81911 0.76203 -0.97896
H -1.04512 -0.39961 1.96030
H 0.17692 1.07800 1.01265
H 1.32574 1.73197 -1.07412
H 0.80440 0.10641 -1.83820
O -1.23475 -1.12029 1.32392
O -0.49833 -1.69746 -0.70462
*
```

***

Most stable to least stable, the ends of the list are #C and #A.